Entry 1:
103
Properties=species:S:1:pos:R:3:forces:R:3:mulliken_spin:R:1 method="wB97M-V/def2-TZVPD" total_charge=+1 de_lowest_kcal_mol=8.9 multiplicity=2 orbital_gap_ev="7.293 / 6.659"
In 0.04283 0.14358 -0.50340 -0.22 0.11 0.12 0.064
C 1.41059 -0.06625 -4.84274 0.02 -0.04 0.02 0.000
C 0.78777 0.61202 -3.79770 0.05 0.07 -0.03 0.000
N 0.77498 -0.13680 -2.70328 -0.08 0.08 0.12 -0.002
N 1.37688 -1.29856 -3.01181 -0.17 -0.13 0.02 0.000
C 1.76719 -1.28076 -4.29604 0.09 0.06 -0.10 0.000
B 1.35795 -2.51244 -2.04000 0.04 0.07 -0.05 0.005
N 2.14683 -2.15199 -0.76111 -0.08 -0.20 0.02 -0.002
C 3.01547 -2.87352 -0.04452 0.14 -0.09 0.08 0.001
C 3.34897 -2.16767 1.09582 -0.03 0.01 -0.03 0.006
C 2.60736 -0.99959 1.01095 0.10 0.17 0.12 0.017
N 1.88629 -0.99673 -0.10803 -0.08 0.23 -0.08 0.024
N -0.13328 -2.78518 -1.66611 0.16 -0.01 0.12 -0.002
C -0.82976 -3.93060 -1.68444 -0.04 -0.05 -0.03 0.000
C -2.14843 -3.65762 -1.39086 0.06 -0.02 -0.01 0.000
C -2.16816 -2.28751 -1.16668 -0.08 -0.06 0.03 0.005
N -0.95527 -1.77051 -1.31186 0.00 0.34 0.03 0.002
N 1.95557 -3.69583 -2.76438 -0.01 -0.07 -0.03 0.000
C 1.39776 -4.42729 -3.76714 0.06 -0.06 -0.07 0.000
C 2.39262 -5.14744 -4.37269 -0.06 0.06 0.03 0.000
C 3.55875 -4.77124 -3.67995 -0.04 -0.01 -0.02 0.000
N 3.29731 -3.89350 -2.73444 0.09 0.05 0.08 0.000
H 1.58021 0.27699 -5.84465 0.02 0.02 -0.10 0.000
H 0.36750 1.60397 -3.79058 -0.03 0.04 0.01 0.000
H 2.28219 -2.11695 -4.73068 0.04 -0.11 -0.05 0.000
H 3.37303 -3.81503 -0.41640 0.00 -0.03 0.01 0.000
H 4.03615 -2.45495 1.86800 0.06 -0.04 0.05 0.000
H 2.56513 -0.15173 1.68013 -0.02 -0.02 -0.02 -0.007
H -0.34919 -4.86355 -1.90984 0.03 -0.08 -0.01 0.000
H -2.96548 -4.35030 -1.33603 -0.07 -0.06 0.01 0.000
H -2.99658 -1.66934 -0.87759 -0.08 0.03 -0.01 0.000
H 0.35019 -4.36444 -3.99706 -0.09 0.00 -0.03 0.000
H 2.29687 -5.83770 -5.18910 -0.02 -0.06 -0.07 0.000
H 4.56991 -5.10570 -3.83291 0.08 -0.02 -0.01 0.000
S -0.40250 -2.75197 1.95696 -0.11 -0.10 -0.20 0.141
P -1.51288 -1.18255 2.33059 -0.14 0.11 0.03 0.024
C -0.69877 0.26357 1.65204 0.37 -0.32 -0.05 0.644
P 0.08411 1.48107 2.72165 -0.05 0.20 -0.07 -0.017
S 1.37070 2.63466 1.79412 -0.11 -0.04 0.08 0.002
C 0.90357 0.76708 4.16725 -0.03 0.06 0.01 -0.048
C 1.31287 1.66357 5.15731 0.00 0.01 -0.01 0.006
C 2.05622 1.21459 6.23247 0.01 -0.02 0.02 0.001
C 2.42277 -0.12348 6.31553 -0.03 0.02 -0.01 -0.001
C 2.05277 -1.00455 5.31406 0.00 0.02 0.01 -0.003
C 1.29386 -0.56216 4.23981 0.06 -0.02 -0.08 0.058
C -1.35315 2.44315 3.29584 0.13 0.11 -0.01 0.062
C -2.08478 3.09472 2.30260 0.02 0.00 -0.03 0.027
C -3.19677 3.84983 2.62950 -0.04 -0.01 -0.02 0.001
C -3.58085 3.97639 3.95859 0.01 -0.01 0.01 0.010
C -2.85433 3.33762 4.95028 0.04 0.04 -0.04 -0.001
C -1.74816 2.56615 4.62238 0.15 0.17 0.01 0.026
C -3.18023 -1.22406 1.61434 0.01 0.07 0.12 -0.047
C -3.84169 -0.04851 1.27689 0.07 -0.02 0.02 0.085
C -5.16168 -0.09300 0.84941 -0.01 -0.06 -0.01 0.015
C -5.82037 -1.31060 0.76236 -0.02 0.02 -0.02 0.001
C -5.16222 -2.48509 1.10833 0.00 0.00 -0.02 0.002
C -3.84708 -2.44333 1.53698 0.04 -0.02 0.06 0.000
C -1.92901 -1.02782 4.09812 -0.02 -0.03 -0.08 -0.005
C -1.43487 -1.96075 5.00321 0.07 0.04 0.04 0.005
C -1.80476 -1.89871 6.33705 0.06 -0.02 -0.01 0.002
C -2.67062 -0.90799 6.77342 -0.04 0.06 -0.02 -0.001
C -3.18071 0.01451 5.87066 -0.04 -0.14 0.08 0.001
C -2.81981 -0.05143 4.53619 -0.17 -0.24 -0.11 0.007
H 1.07774 2.71748 5.06857 -0.02 -0.01 0.01 0.000
H 2.36628 1.91200 6.99720 0.01 0.03 0.05 0.000
H 3.00855 -0.47120 7.15409 0.04 -0.02 0.05 0.000
H 2.35241 -2.04200 5.36227 0.02 -0.06 0.01 0.000
H 1.02861 -1.26156 3.45548 0.00 0.04 0.07 -0.005
H -1.76759 3.01627 1.26765 0.02 0.02 0.00 -0.044
H -3.75927 4.34898 1.85205 -0.02 0.03 -0.03 0.000
H -4.44080 4.57689 4.21972 -0.04 0.02 0.01 0.000
H -3.15112 3.43222 5.98486 -0.01 0.01 0.07 0.000
H -1.21575 2.03910 5.40175 0.03 0.06 -0.01 0.001
H -3.32605 0.90400 1.34716 -0.02 -0.03 0.05 -0.036
H -5.67841 0.82298 0.59886 -0.04 0.06 -0.02 0.001
H -6.85040 -1.34581 0.43414 -0.02 0.00 -0.01 0.000
H -5.67800 -3.43276 1.04457 -0.03 -0.04 0.00 0.000
H -3.32044 -3.35372 1.79889 0.00 0.00 0.00 0.003
H -0.75592 -2.72822 4.65621 -0.01 -0.03 -0.01 -0.003
H -1.41557 -2.62549 7.03599 0.02 -0.03 0.02 0.000
H -2.95700 -0.85983 7.81484 -0.02 0.00 0.04 0.000
H -3.86655 0.78111 6.20324 -0.03 0.03 0.02 0.000
H -3.24670 0.65664 3.83874 -0.05 -0.08 -0.01 -0.008
C -3.80742 2.38210 -1.55837 0.05 0.00 0.03 0.001
C -3.39555 3.70005 -1.66487 0.03 -0.04 -0.01 0.000
C -2.04199 3.99038 -1.62372 0.02 -0.06 0.02 0.000
C -1.13215 2.95223 -1.47028 0.05 0.10 0.01 0.012
N -1.54282 1.68592 -1.32374 0.11 -0.03 -0.01 -0.026
C -2.84206 1.40878 -1.37789 -0.14 -0.04 -0.05 0.000
C 0.34104 3.16295 -1.50261 -0.02 0.10 -0.05 -0.008
C 0.91761 4.34489 -1.94985 -0.03 -0.06 0.03 0.000
C 2.29761 4.42546 -2.02623 0.02 -0.04 0.02 0.000
C 3.06102 3.32430 -1.67221 -0.04 0.03 0.00 -0.001
C 2.41029 2.18867 -1.23020 0.09 0.02 0.03 -0.002
N 1.08680 2.12352 -1.13887 -0.06 -0.10 -0.07 0.004
H -4.84969 2.10545 -1.60185 -0.04 0.00 -0.01 0.000
H -4.11689 4.49537 -1.78680 -0.03 0.03 0.00 0.000
H -1.70254 5.01148 -1.70339 0.01 0.01 0.00 0.000
H -3.11673 0.36871 -1.26793 0.00 0.05 -0.03 0.000
H 0.30804 5.18250 -2.25348 0.00 -0.01 0.00 0.000
H 2.76977 5.33454 -2.37245 0.01 0.01 0.00 0.000
H 4.13832 3.34066 -1.73371 0.04 0.00 0.01 0.000
H 2.95391 1.30365 -0.92420 0.01 -0.01 -0.02 0.001

---

Entry 2:
32
Properties=species:S:1:pos:R:3:forces:R:3:lowdin_charge:R:1 method="wB97M-V/def2-TZVPD" smiles="N#C[C@H](CCN)[C@@H](C#N)P(O)O.CC(C)=O" orbital_gap_ev=8.791
N -1.49884 2.30476 1.28408 4.90 -10.31 4.31 0.091
C -0.98219 1.19277 1.73875 -3.98 6.97 -3.35 -0.124
C -0.45007 -0.31497 2.23273 0.24 1.68 -0.64 -0.280
C 0.57034 -0.03820 3.47895 1.05 0.02 -0.40 -0.168
C 0.49531 -1.10272 4.71718 0.55 0.75 1.94 -0.279
N -0.82803 -1.81085 4.89686 0.34 0.13 0.08 -0.069
C 0.30549 -0.94527 0.88129 -0.60 -0.19 2.52 -0.382
C 0.60257 -2.57251 1.09364 2.03 -7.37 -0.33 -0.153
N 0.88308 -3.83694 1.12975 -2.64 11.47 -0.23 0.091
P -0.86152 -0.83702 -0.65458 -0.01 -1.41 -3.15 0.910
O -0.77038 0.71465 -1.43653 -2.68 -0.88 2.31 -0.365
O -2.50386 -1.17128 -0.18375 2.11 0.14 1.75 -0.338
H -1.41984 -0.91400 2.48984 1.99 1.11 -0.34 0.128
H 1.67417 -0.12446 3.03090 -2.42 0.23 0.97 0.127
H 0.47956 1.10261 3.81695 -0.08 -2.72 -0.51 0.129
H 1.38540 -1.89741 4.71232 -2.16 1.67 -0.41 0.130
H 0.67397 -0.46975 5.71324 0.04 -1.06 -2.18 0.114
H -0.82682 -2.39820 5.77968 -0.06 1.27 -1.56 0.088
H -1.64765 -1.15892 4.87864 1.27 -0.77 0.42 0.073
H 1.29644 -0.34756 0.68134 -1.87 -1.43 0.29 0.137
H -1.66266 1.20313 -1.36894 1.91 -0.73 0.16 0.086
H -2.50460 -1.85685 0.56685 0.00 1.39 -1.56 0.080
C 1.27869 1.50139 -3.75908 0.48 -0.12 -0.04 -0.036
C 1.27926 1.46772 -5.26410 1.51 -0.14 -0.77 -0.492
C -0.04945 1.58785 -5.96124 0.15 -0.03 -0.48 -0.029
O 2.32529 1.34665 -5.89964 -1.36 0.15 0.77 0.047
H 2.30657 1.40453 -3.39362 -0.20 0.04 -0.13 0.086
H 0.87119 2.45304 -3.40899 -0.18 -0.18 0.08 0.087
H 0.68879 0.66808 -3.36907 -0.11 0.28 0.02 0.059
H -0.51614 2.54342 -5.70920 -0.12 -0.16 0.11 0.084
H -0.69847 0.75837 -5.66936 -0.08 0.19 0.11 0.085
H 0.10440 1.54794 -7.04487 -0.01 0.01 0.25 0.083

---

Number 1: calculated total energy -110387.5375 eV. Number 2: calculated total energy -29487.9792 eV.